[1]
Molecular formula: C4H10N4
Method: DFT, the ωB97M-V functional and the def2-TZVPD basis

Properties
Gap between HOMO and LUMO in eV: 9.504
Structure (SMILES): C=NN=C(CN)CN
E_LUMO in Eh: 0.0240
Energy above the lowest of the compared OMol25 structures with the same formula, charge and spin in kJ/mol: 526.8
HOMO energy in eV: -8.85

Positions of all 18 atoms, in Å:
C (3.107, -0.038, 0.419)
N (2.468, -0.025, -0.669)
N (1.310, -0.718, -0.665)
C (0.125, -0.127, -0.637)
C (-0.101, 1.216, 0.021)
N (-1.555, 1.658, -0.480)
C (-0.879, -1.365, -0.670)
N (-1.906, -1.124, 0.557)
H (2.994, -0.653, 1.534)
H (3.802, 0.821, 0.649)
H (0.773, 1.747, -0.331)
H (-0.283, 1.157, 1.311)
H (-1.711, 2.647, -0.441)
H (-2.154, 1.343, 0.194)
H (-0.354, -2.345, -0.801)
H (-1.365, -1.166, -1.664)
H (-2.739, -1.637, 0.231)
H (-1.535, -1.390, 1.442)

***

[2]
Molecular formula: C4H8O2
Method: DFT, the ωB97M-V functional and the def2-TZVPD basis

Properties
Gap between HOMO and LUMO in eV: 10.672
Structure (SMILES): C[C@@H](O)CC=O
E_LUMO in Eh: 0.0327
Energy above the lowest of the compared OMol25 structures with the same formula, charge and spin in kJ/mol: 104.9
HOMO energy in eV: -9.78

Positions of all 14 atoms, in Å:
C (0.775, -1.040, -1.221)
C (-0.115, -0.478, -0.122)
O (0.341, -0.923, 1.153)
C (-0.075, 1.047, -0.076)
C (-0.862, 1.547, 1.118)
O (-2.027, 1.285, 1.294)
H (0.718, -2.133, -1.244)
H (0.494, -0.654, -2.207)
H (1.814, -0.761, -1.017)
H (-1.161, -0.779, -0.276)
H (-0.135, -1.727, 1.388)
H (-0.523, 1.457, -0.990)
H (0.963, 1.393, -0.016)
H (-0.306, 2.175, 1.843)

***

[3]
Molecular formula: C2H2AlAsF6O6
Method: DFT, the ωB97M-V functional and the def2-TZVPD basis

Properties
Gap between HOMO and LUMO in eV: 5.115
E_LUMO in Eh: -0.1128
HOMO energy in eV: -8.18

Positions of all 18 atoms, in Å:
Al (7.645, 8.276, 4.690)
O (13.110, 10.113, 5.714)
C (12.100, 10.263, 4.968)
O (11.174, 11.418, 5.507)
O (11.972, 9.715, 3.930)
H (12.983, 9.921, 6.659)
O (8.803, 13.417, 3.592)
C (9.401, 12.897, 4.673)
O (10.342, 12.116, 4.263)
O (9.059, 13.193, 5.783)
H (8.310, 14.240, 3.796)
As (6.241, 6.006, 6.190)
F (6.524, 5.951, 4.439)
F (6.611, 4.419, 6.520)
F (6.459, 6.731, 7.725)
F (6.351, 8.052, 5.548)
F (4.552, 5.879, 6.234)
F (8.861, 7.448, 5.751)

***

[4]
Molecular formula: C25H25N3O6
Method: DFT, the ωB97M-V functional and the def2-TZVPD basis

Properties
Gap between HOMO and LUMO in eV: 8.549
Structure (SMILES): COc1ccccc1NC(=O)c1ccc(NC(=O)CNC(=O)c2ccc(OC)c(OC)c2)cc1
E_LUMO in Eh: 0.0208
Energy above the lowest of the compared OMol25 structures with the same formula, charge and spin in kJ/mol: 0.0
HOMO energy in eV: -7.98

Positions of all 59 atoms, in Å:
C (-7.257, -0.146, 2.999)
O (-6.532, -0.203, 1.796)
C (-7.146, -0.746, 0.691)
C (-8.415, -1.297, 0.680)
C (-8.938, -1.819, -0.496)
C (-8.197, -1.791, -1.660)
C (-6.924, -1.244, -1.663)
C (-6.388, -0.719, -0.497)
N (-5.111, -0.163, -0.416)
C (-4.260, 0.175, -1.428)
O (-4.503, 0.031, -2.609)
C (-2.979, 0.763, -0.943)
C (-2.325, 0.297, 0.195)
C (-1.120, 0.848, 0.579)
C (-0.553, 1.892, -0.154)
N (0.660, 2.407, 0.300)
C (1.371, 3.452, -0.184)
O (1.058, 4.176, -1.102)
C (2.689, 3.639, 0.591)
N (3.614, 2.551, 0.350)
C (3.526, 1.368, 0.995)
O (2.646, 1.149, 1.820)
C (4.572, 0.371, 0.664)
C (4.893, -0.589, 1.616)
C (5.869, -1.530, 1.354)
C (6.545, -1.560, 0.139)
O (7.534, -2.460, -0.145)
C (7.866, -3.433, 0.816)
C (6.198, -0.615, -0.850)
O (6.729, -0.492, -2.097)
C (7.555, -1.492, -2.653)
C (5.224, 0.333, -0.563)
C (-1.201, 2.358, -1.295)
C (-2.393, 1.783, -1.688)
H (-8.173, 0.443, 2.888)
H (-6.599, 0.343, 3.716)
H (-7.509, -1.147, 3.364)
H (-9.011, -1.326, 1.579)
H (-9.930, -2.244, -0.488)
H (-8.604, -2.197, -2.573)
H (-6.339, -1.211, -2.567)
H (-4.852, 0.105, 0.524)
H (-2.738, -0.521, 0.767)
H (-0.601, 0.472, 1.449)
H (1.092, 1.892, 1.071)
H (2.469, 3.675, 1.663)
H (3.149, 4.576, 0.276)
H (4.319, 2.681, -0.355)
H (4.377, -0.583, 2.563)
H (6.108, -2.251, 2.118)
H (8.655, -4.030, 0.360)
H (7.014, -4.079, 1.049)
H (8.245, -2.978, 1.736)
H (7.069, -2.470, -2.639)
H (7.715, -1.182, -3.686)
H (8.516, -1.557, -2.140)
H (4.978, 1.014, -1.364)
H (-0.765, 3.160, -1.867)
H (-2.893, 2.122, -2.582)

***

[5]
Molecular formula: C7H28N14O7
Method: DFT, the ωB97M-V functional and the def2-TZVPD basis

Properties
Net charge: +1
Gap between HOMO and LUMO (alpha / beta) in eV: 8.562 / 3.146
Expectation value of S²: 0.76
E_LUMO (alpha / beta) in Eh: -0.0960 / -0.2950
Energy above the lowest of the compared OMol25 structures with the same formula, charge and spin in kJ/mol: 63.4
HOMO energy (alpha / beta) in eV: -11.17 / -11.17
2S+1: 2

Positions of all 56 atoms, in Å:
C (-3.907, -1.811, -0.963)
O (-3.072, -1.159, -0.474)
N (-5.198, -1.708, -0.711)
N (-3.755, -2.734, -1.916)
H (-5.493, -0.902, -0.179)
H (-5.758, -2.252, -1.353)
H (-4.408, -3.491, -2.063)
H (-2.786, -2.868, -2.167)
C (0.161, 0.207, 0.213)
O (1.183, 0.911, 0.316)
N (-0.032, -0.791, -0.638)
N (-0.985, 0.561, 0.697)
H (0.665, -1.184, -1.255)
H (-0.969, -1.160, -0.568)
H (-1.649, -0.199, 0.674)
H (-1.028, 1.220, 1.461)
C (4.074, -0.766, -2.002)
O (4.367, -1.239, -0.895)
N (3.064, 0.100, -2.214)
N (4.766, -1.000, -2.964)
H (2.928, 0.354, -3.182)
H (2.475, 0.224, -1.403)
H (4.450, -0.606, -3.839)
H (5.653, -1.429, -2.747)
C (-5.312, 1.812, 0.549)
O (-5.690, 0.810, 1.047)
N (-6.061, 2.839, 0.217)
N (-4.093, 2.056, 0.312)
H (-5.765, 3.510, -0.478)
H (-7.041, 2.770, 0.454)
H (-3.776, 2.975, 0.038)
H (-3.478, 1.286, 0.534)
C (-0.134, -4.110, -1.786)
O (-1.267, -3.972, -2.079)
N (0.913, -3.767, -2.501)
N (0.184, -4.647, -0.669)
H (1.794, -3.922, -2.033)
H (0.689, -3.414, -3.421)
H (-0.613, -4.816, -0.074)
H (1.109, -5.053, -0.641)
C (4.550, 1.332, 1.723)
O (4.144, 0.758, 2.745)
N (5.749, 1.537, 1.474)
N (3.780, 1.610, 0.709)
H (6.015, 1.638, 0.505)
H (6.406, 1.514, 2.241)
H (2.830, 1.277, 0.792)
H (4.069, 1.938, -0.202)
C (0.332, 2.865, 3.728)
O (-0.382, 1.908, 3.969)
N (1.201, 2.841, 2.710)
N (0.568, 3.930, 4.378)
H (1.218, 2.075, 2.051)
H (1.914, 3.537, 2.543)
H (1.255, 4.589, 4.041)
H (0.150, 4.016, 5.294)

***

[6]
Molecular formula: C19H24FN5O2S
Method: DFT, the ωB97M-V functional and the def2-TZVPD basis

Properties
Gap between HOMO and LUMO in eV: 8.191
E_LUMO in Eh: -0.0063
Energy above the lowest of the compared OMol25 structures with the same formula, charge and spin in kJ/mol: 1982.5
HOMO energy in eV: -8.36

Positions of all 52 atoms, in Å:
C (0.135, 3.669, -0.514)
N (0.085, 2.354, -0.031)
C (0.666, 1.971, 1.090)
N (0.217, 0.610, 1.294)
N (-0.607, 0.100, 0.155)
C (-0.813, 1.208, -0.457)
C (-1.674, 1.148, -1.568)
H (-1.406, 2.159, -2.489)
H (-1.422, 0.388, -2.390)
C (-3.038, 1.219, -1.371)
O (-3.903, 2.301, -1.761)
N (-3.488, 0.323, -0.652)
C (-4.606, -0.294, -0.132)
C (-5.778, 0.692, -0.216)
C (-7.004, 0.175, 0.183)
C (-7.121, -0.966, 1.239)
C (-5.862, -1.826, 1.409)
C (-4.749, -1.301, 0.871)
F (-3.481, -1.858, 0.952)
H (-5.935, -2.500, 2.092)
H (-8.032, -1.253, 1.460)
H (-8.009, 0.856, 0.273)
H (-5.766, 1.594, -0.822)
H (-2.664, -0.284, -0.043)
S (1.585, 2.979, 1.887)
C (3.108, 2.911, 0.968)
H (3.923, 2.707, 1.606)
H (3.009, 3.975, 0.372)
C (2.908, 1.653, 0.152)
O (2.694, 1.773, -1.053)
N (3.333, 0.641, 0.569)
H (3.475, 0.482, 1.485)
C (3.295, -0.712, -0.039)
C (4.652, -1.432, -0.305)
C (4.569, -2.710, -1.005)
C (3.798, -3.436, -0.182)
C (2.383, -3.074, -0.157)
C (2.427, -1.724, 1.014)
H (1.410, -1.298, 0.925)
H (2.780, -1.762, 1.820)
H (1.845, -3.862, 0.761)
H (1.715, -2.866, -0.705)
H (4.136, -3.880, 0.772)
H (3.645, -4.725, -0.736)
H (5.505, -2.978, -1.223)
H (4.315, -2.558, -2.008)
H (5.247, -1.546, 0.728)
H (5.391, -0.736, -0.827)
H (2.818, -0.469, -1.132)
H (0.740, 3.716, -1.307)
H (-0.830, 4.035, -1.096)
H (0.380, 4.411, 0.142)